Computed, not measured: a molecular structure, C37H67F2HgN7O7S2 in a non-equilibrium geometry, with ωB97M-V/def2-TZVPD.

Values from the calculation:
Net charge   +2
DFT total energy   -95473.21098 eV
HOMO level   -11.38 eV

Structure (XYZ):
```
123
Properties=species:S:1:pos:R:3:forces:R:3:lowdin_charge:R:1
Hg -4.668267 -3.057545 3.523680 0.058 0.031 -0.017 0.165
C 3.373294 -0.799378 -7.973641 -0.463 0.251 0.835 -0.090
C 2.428554 -1.095624 -6.813824 -0.427 -0.590 -0.094 -0.266
C 1.084641 -0.388023 -6.941124 -1.460 -0.323 0.334 -0.181
C 0.161126 -0.707716 -5.732443 -0.546 0.275 0.111 -0.076
N -1.341794 -0.255950 -5.907903 0.947 -0.415 0.568 -0.189
C -2.095160 -1.110801 -6.943553 1.063 -0.097 -0.351 -0.064
C -2.236835 -2.493892 -6.266764 -0.400 0.149 -2.009 -0.155
C -2.462955 -2.160387 -4.852483 0.179 0.178 2.423 -0.164
C -2.147739 -0.689800 -4.678630 0.516 1.361 0.151 -0.102
C -1.411877 1.267909 -6.096598 -0.813 -0.628 0.254 -0.112
C -0.820286 2.129157 -4.963034 0.585 -0.782 -0.502 -0.221
C -1.057203 3.627324 -5.225097 -0.199 -0.667 0.093 -0.074
H 4.292186 -1.376735 -7.871633 -0.035 0.139 -0.146 0.080
H 3.576310 0.267153 -7.876748 0.370 0.020 -0.627 0.078
H 2.869882 -1.040152 -8.909973 0.245 0.165 -0.105 0.081
H 2.887642 -0.884052 -5.848118 0.093 0.207 0.024 0.114
H 2.202265 -2.161798 -6.800879 0.043 -0.198 0.088 0.112
H 0.541501 -0.714845 -7.827854 0.239 -0.455 -0.261 0.108
H 1.132011 0.684373 -7.130401 0.449 0.212 0.524 0.111
H 0.549683 -0.286061 -4.805446 -0.285 0.737 -0.101 0.126
H 0.119368 -1.747815 -5.409130 -0.013 -0.311 -0.859 0.126
H -3.043448 -0.597963 -7.104270 -0.092 -0.174 0.178 0.139
H -1.591319 -1.170193 -7.908296 0.205 0.282 0.168 0.127
H -3.067623 -3.017416 -6.739857 -0.165 0.110 0.108 0.129
H -1.405398 -3.184532 -6.407625 0.311 0.471 -0.162 0.122
H -3.485759 -2.321339 -4.511805 0.137 -0.207 0.011 0.134
H -1.775487 -2.688581 -4.191795 -0.322 -0.407 0.014 0.127
H -3.056348 -0.088853 -4.641491 0.009 0.118 -0.357 0.138
H -1.573829 -0.375857 -3.806752 -0.004 -0.502 0.104 0.133
H -2.487536 1.429495 -6.166969 -0.001 0.302 -0.280 0.128
H -0.922795 1.501557 -7.042280 -0.168 -0.024 -0.001 0.132
H 0.243329 1.892817 -4.994055 0.268 0.400 0.188 0.098
H -1.126868 1.806404 -3.968081 -0.462 0.102 -0.106 0.110
H -0.934841 4.202049 -4.307032 0.269 -0.003 -0.154 0.080
H -2.084297 3.794724 -5.549381 -0.021 0.040 -0.096 0.078
H -0.377851 3.967539 -6.006648 -0.087 0.219 0.119 0.082
N -1.614352 -1.320248 2.247693 3.256 -4.075 -1.866 -0.262
S -0.128565 -1.923519 1.643666 1.953 -6.031 -0.818 0.542
O 1.073808 -1.805679 2.451645 -1.378 1.648 -0.596 -0.296
O 0.091604 -2.040365 0.200291 -1.149 1.089 2.010 -0.312
F -0.451900 -3.447227 2.033214 -0.792 0.267 -0.297 -0.222
S -1.098653 0.083674 2.195177 -2.523 9.588 -0.232 0.363
O -0.747287 0.717445 0.894602 0.195 -1.916 2.231 -0.336
O -0.477603 0.629268 3.371835 0.633 -0.638 -0.559 -0.301
F -2.595499 0.700431 2.379052 -0.147 0.231 0.001 -0.261
N -3.194386 7.270311 1.729759 -0.709 0.599 0.572 0.025
C -3.336449 8.232713 0.754898 0.946 -0.370 0.363 -0.046
C -2.051281 8.414853 0.216732 -1.299 0.253 -0.898 -0.077
C -1.209152 7.499126 0.814435 1.276 0.495 0.515 -0.092
C -1.891741 6.921416 1.866190 -0.145 -1.000 -0.485 -0.083
H -3.930783 6.929001 2.330853 0.086 0.216 -0.104 0.157
H -4.278562 8.722549 0.557689 0.122 -0.140 -0.002 0.122
H -1.811023 9.111525 -0.572764 -0.023 -0.129 0.030 0.106
H -0.166848 7.344641 0.577503 -0.059 0.101 0.163 0.103
H -1.537540 6.249898 2.634312 -0.213 -0.052 -0.131 0.124
N 4.916719 0.933427 4.999327 0.183 -0.224 0.262 0.036
C 5.791738 -0.146001 5.018598 -0.890 0.831 -0.369 -0.040
C 6.352699 -0.201738 6.278615 -0.087 0.719 1.247 -0.050
C 5.845765 0.901390 7.027339 -0.010 -0.818 -0.291 -0.038
C 4.902094 1.537550 6.225678 0.319 0.088 -1.091 -0.056
H 4.408051 1.274444 4.196173 -0.015 -0.321 0.141 0.157
H 5.892563 -0.752542 4.130708 0.104 -0.071 0.226 0.125
H 6.985493 -0.975499 6.687600 0.138 0.141 -0.300 0.111
H 6.084051 1.222913 8.030459 0.023 -0.324 -0.044 0.110
H 4.262821 2.393698 6.382970 0.135 -0.076 0.189 0.127
N 6.876606 -6.111308 -1.482573 -0.546 0.775 -0.192 0.035
C 7.350164 -5.254318 -2.442304 -0.292 -1.003 -0.045 -0.074
C 6.786759 -4.003284 -2.219423 0.265 0.092 -0.683 -0.081
C 5.935988 -4.114556 -1.119216 0.108 0.506 0.316 -0.088
C 5.989401 -5.418112 -0.702311 0.260 -1.275 0.871 -0.089
H 7.007312 -7.112809 -1.477563 0.045 0.251 0.071 0.161
H 7.904835 -5.735997 -3.233955 0.279 0.682 -0.109 0.122
H 6.929632 -3.125928 -2.832804 0.160 -0.108 0.096 0.100
H 5.432797 -3.318880 -0.589980 -0.160 -0.112 -0.235 0.105
H 5.539454 -5.920034 0.141508 -0.133 0.189 -0.064 0.124
N 4.522656 4.028122 0.627973 -0.388 -1.664 -0.970 0.040
C 3.682441 3.300651 -0.230977 -0.122 -0.380 0.754 -0.051
C 4.338561 2.134128 -0.698493 -0.593 2.219 0.473 -0.064
C 5.633324 2.242623 -0.210722 0.452 0.244 1.044 -0.073
C 5.697656 3.353956 0.684638 0.564 -0.750 -1.180 -0.077
H 4.267385 4.795846 1.232567 -0.082 -0.094 -0.323 0.159
H 2.644532 3.575958 -0.346597 0.119 0.111 -0.018 0.114
H 3.873235 1.391016 -1.329072 0.227 0.108 0.011 0.105
H 6.458100 1.589357 -0.454379 0.002 0.050 0.257 0.102
H 6.561188 3.689335 1.239817 -0.195 0.119 0.031 0.120
N -6.105806 3.786524 5.882176 0.571 1.031 0.004 0.042
C -4.891126 4.333389 6.205599 -0.126 0.492 -0.120 -0.057
C -5.061560 5.724647 6.333095 0.502 -0.282 0.278 -0.084
C -6.375912 6.022772 6.053164 -1.005 -0.755 -0.128 -0.077
C -7.029494 4.807616 5.753635 0.399 -0.143 0.210 -0.041
H -6.218782 2.785726 5.806371 -0.418 0.259 -0.238 0.163
H -3.988180 3.741596 6.235107 -0.177 -0.055 0.236 0.123
H -4.374990 6.480692 6.684403 0.364 -0.388 -0.169 0.107
H -6.817392 7.003213 6.154196 -0.170 -0.190 -0.244 0.109
H -8.049801 4.607509 5.461509 0.094 0.002 0.145 0.121
C 0.297000 -1.204038 8.967610 -0.555 0.260 0.338 -0.101
C 0.929539 -2.171778 8.041762 0.854 -1.341 0.230 -0.341
O 0.366348 -3.458563 8.297275 -0.364 -0.211 -0.259 -0.088
H 0.610795 -0.162118 8.904061 0.074 -0.056 -0.217 0.073
H 0.479755 -1.574688 9.976229 -0.244 0.191 0.081 0.084
H -0.761204 -1.295832 8.722916 -0.299 0.503 0.448 0.075
H 1.953297 -2.385345 8.349010 0.383 0.613 -0.620 0.112
H 0.807901 -1.939868 6.983683 0.358 0.265 -0.044 0.112
H -0.544151 -3.428816 7.994452 -0.198 -0.219 0.020 0.075
C -7.436454 2.742810 -0.498253 0.819 1.646 0.114 -0.106
C -6.585824 1.808264 -1.284668 -0.439 -0.003 0.691 -0.351
O -7.488369 0.779082 -1.590717 0.234 -1.521 -1.030 -0.079
H -8.182882 3.152913 -1.178490 -0.270 -0.158 0.248 0.083
H -6.792470 3.578623 -0.224731 -0.186 0.355 0.531 0.067
H -7.889026 2.278244 0.377789 0.048 0.071 -0.121 0.081
H -5.748888 1.399820 -0.718282 0.228 0.193 0.066 0.111
H -6.194433 2.323368 -2.161934 -0.075 -0.301 -0.301 0.108
H -7.291479 0.088774 -0.953307 -0.321 -0.288 -0.189 0.086
C 0.250045 -11.629838 1.794002 -0.341 -0.276 -0.025 -0.085
C -0.160493 -10.268140 1.293499 0.178 0.214 -1.118 -0.360
O -1.053727 -9.677666 2.194064 -0.540 0.198 0.767 -0.070
H 0.846867 -12.203493 1.084896 0.610 0.498 0.066 0.074
H -0.574747 -12.325304 1.949450 -0.428 0.442 0.259 0.075
H 0.740133 -11.442570 2.749433 0.251 -0.498 -0.061 0.079
H -0.595459 -10.237424 0.294526 -0.232 -0.635 -0.216 0.106
H 0.716470 -9.633326 1.166821 0.437 0.054 0.286 0.100
H -1.589588 -9.025190 1.737198 0.066 0.003 0.043 0.083
```
Positions in Å, forces in eV/Å.